(1)
Molecular formula: C32H80I2N22O43P
Method: DFT, ωB97M-V/def2-TZVPD

Element x y z (Å)
C (-3.5794, -0.6115, 0.5554)
C (-2.0007, -0.2181, 0.4870)
N (-1.4748, -0.8642, -0.7418)
C (-0.0629, -0.5061, -1.0569)
C (0.1927, -0.8808, -2.5936)
C (-1.0519, -0.5756, -3.5807)
C (-1.6379, -1.9472, -4.2000)
C (-2.5453, -2.7866, -3.1824)
N (-1.7514, -3.9727, -2.7294)
C (-2.0771, -4.4133, -1.3869)
C (-3.5170, -4.3555, -0.7162)
O (-1.1282, -4.8864, -0.6869)
C (0.8605, -1.5479, -0.2078)
O (0.6358, -1.8150, 1.0275)
O (1.9838, -2.1659, -0.7736)
N (0.3584, 0.8590, -0.6438)
C (1.7728, 0.9730, -0.2834)
I (3.4587, 0.8368, -1.6581)
C (2.0928, 1.2225, 1.0851)
C (0.9558, 1.3175, 2.2068)
I (4.1814, 1.4594, 1.7125)
P (-0.2185, 2.1729, -1.6491)
O (0.4882, 2.2303, -3.2123)
O (-1.9146, 2.3517, -1.6557)
H (-4.0149, -0.3165, -0.4726)
H (-3.7458, -1.7235, 0.7143)
H (-4.1010, 0.0568, 1.3149)
H (-1.9737, 0.9161, 0.4909)
H (-1.5553, -0.5905, 1.4648)
H (-1.4829, -1.8802, -0.5845)
H (0.3828, -2.0126, -2.6900)
H (1.1004, -0.3784, -3.0594)
H (-0.6332, 0.0042, -4.4841)
H (-1.8606, 0.0820, -3.1303)
H (-0.7388, -2.5360, -4.5871)
H (-2.2587, -1.6418, -5.1059)
H (-3.4244, -3.2016, -3.8051)
H (-3.0159, -2.1778, -2.3473)
H (-0.7416, -3.8561, -2.8671)
H (-4.2006, -3.5645, -1.1718)
H (-3.9905, -5.3912, -0.8894)
H (-3.4010, -4.2187, 0.4108)
H (0.0571, 1.8441, 1.7234)
H (1.3594, 1.8935, 3.1113)
H (0.6849, 0.2301, 2.4785)
H (-0.2337, 2.3238, -3.8753)
H (-2.4062, 1.4982, -1.6165)
C (8.7002, 3.4257, 2.1396)
N (7.8884, 2.1860, 2.2329)
O (7.4391, 1.8884, 3.3299)
O (7.7277, 1.5529, 1.2050)
H (8.7575, 3.8804, 3.1220)
H (9.6914, 3.1450, 1.7864)
H (8.2016, 4.0910, 1.4346)
C (-7.2295, -1.8072, 3.0587)
N (-6.5861, -1.9751, 1.7303)
O (-7.1099, -1.4204, 0.7802)
O (-5.5788, -2.6575, 1.6900)
H (-8.1107, -1.1792, 2.9441)
H (-7.5049, -2.7980, 3.4175)
H (-6.5022, -1.3357, 3.7182)
C (4.6617, 4.4551, 4.8813)
N (4.9040, 5.6814, 4.0761)
O (4.9745, 6.7422, 4.6765)
O (5.0149, 5.5371, 2.8713)
H (4.5847, 4.7334, 5.9304)
H (3.7313, 4.0104, 4.5306)
H (5.5053, 3.7846, 4.7207)
C (10.3443, 3.9546, 6.3319)
N (11.0107, 3.8205, 5.0113)
O (10.4922, 4.3818, 4.0599)
O (12.0295, 3.1558, 4.9751)
H (9.4538, 4.5689, 6.2160)
H (10.0801, 2.9530, 6.6688)
H (11.0528, 4.4268, 7.0111)
C (1.9860, -5.3329, -0.8910)
N (2.8277, -6.5440, -0.7017)
O (2.9319, -7.3123, -1.6459)
O (3.3568, -6.6846, 0.3889)
H (1.5838, -5.3444, -1.9011)
H (1.1823, -5.3648, -0.1582)
H (2.6228, -4.4609, -0.7375)
C (-5.2044, -0.8925, -7.6185)
N (-4.1987, -0.4718, -6.6090)
O (-4.5417, -0.4797, -5.4397)
O (-3.1016, -0.1489, -7.0277)
H (-6.1289, -1.1502, -7.1059)
H (-5.3595, -0.0543, -8.2964)
H (-4.8004, -1.7566, -8.1439)
C (5.4131, 6.6625, -1.0347)
N (6.2758, 5.4712, -0.8260)
O (6.4120, 4.7067, -1.7630)
O (6.7852, 5.3475, 0.2749)
H (5.0291, 6.6431, -2.0526)
H (4.5986, 6.6080, -0.3137)
H (6.0283, 7.5460, -0.8706)
C (3.0305, -2.1738, -5.7631)
N (1.5789, -1.8895, -5.8998)
O (0.8143, -2.8399, -5.8697)
O (1.2569, -0.7217, -6.0324)
H (3.1695, -3.2472, -5.6534)
H (3.5221, -1.8112, -6.6651)
H (3.3872, -1.6465, -4.8787)
C (0.7551, 5.2885, -4.8938)
N (0.5154, 6.5041, -4.0745)
O (-0.6298, 6.9138, -4.0045)
O (1.4847, 7.0035, -3.5307)
H (-0.1920, 4.9564, -5.3146)
H (1.4548, 5.5577, -5.6839)
H (1.1739, 4.5264, -4.2363)
C (9.0935, -1.4842, 2.3802)
N (10.0845, -1.0528, 3.4011)
O (9.7344, -1.0752, 4.5693)
O (11.1800, -0.7063, 2.9939)
H (8.1697, -1.7624, 2.8829)
H (8.9277, -0.6436, 1.7072)
H (9.5166, -2.3370, 1.8513)
C (4.1091, 0.3935, -9.3293)
N (4.9437, -0.8161, -9.1069)
O (5.0598, -1.5962, -10.0356)
O (5.4519, -0.9379, -8.0058)
H (3.7231, 0.3706, -10.3463)
H (3.2943, 0.3682, -8.6062)
H (4.7457, 1.2639, -9.1774)
C (-10.6010, 0.0103, -0.5153)
N (-10.3620, 0.6676, 0.7954)
O (-10.9818, 1.6908, 1.0326)
O (-9.5601, 0.1324, 1.5396)
H (-11.3329, 0.5913, -1.0711)
H (-9.6504, -0.0208, -1.0460)
H (-10.9759, -0.9929, -0.3159)
C (10.8115, 0.4796, 8.9924)
N (10.1573, 1.7034, 9.5237)
O (9.0504, 1.9792, 9.0927)
O (10.7809, 2.3435, 10.3564)
H (10.1483, 0.0138, 8.2660)
H (11.7456, 0.7838, 8.5218)
H (10.9911, -0.1878, 9.8344)
C (-13.1728, -3.0114, 2.3725)
N (-12.5280, -3.1782, 1.0442)
O (-13.0519, -2.6248, 0.0919)
O (-11.5190, -3.8585, 1.0044)
H (-14.0553, -2.3856, 2.2575)
H (-13.4463, -4.0026, 2.7314)
H (-12.4471, -2.5381, 3.0324)
C (-13.4324, 1.7192, -4.0427)
N (-12.1133, 1.0637, -3.8465)
O (-12.0148, -0.1061, -4.1720)
O (-11.2238, 1.7485, -3.3719)
H (-14.1235, 0.9953, -4.4694)
H (-13.7800, 2.0560, -3.0670)
H (-13.2844, 2.5582, -4.7210)
C (8.6981, 1.1110, 13.4204)
N (9.5592, -0.0847, 13.6144)
O (9.6920, -0.8409, 12.6661)
O (10.0709, -0.2219, 14.7109)
H (8.3117, 1.1039, 12.4032)
H (7.8851, 1.0508, 14.1424)
H (9.3153, 1.9916, 13.5918)
C (0.3798, -5.0904, 2.6629)
N (-0.3361, -4.1951, 3.6087)
O (-1.5527, -4.1463, 3.5250)
O (0.3466, -3.5730, 4.4026)
H (-0.3502, -5.5769, 2.0185)
H (1.0572, -4.4694, 2.0758)
H (0.9220, -5.8245, 3.2576)
C (-9.7386, -6.6383, -0.6782)
N (-10.5684, -7.8656, -0.5605)
O (-11.0020, -8.1458, 0.5438)
O (-10.7549, -8.5040, -1.5813)
H (-9.6572, -6.1742, 0.3024)
H (-8.7581, -6.9385, -1.0454)
H (-10.2367, -5.9713, -1.3801)
C (-4.2539, 6.0096, -4.1947)
N (-3.6180, 5.8411, -5.5265)
O (-4.1505, 6.3884, -6.4775)
O (-2.6077, 5.1661, -5.5682)
H (-5.1401, 6.6309, -4.3057)
H (-4.5202, 5.0184, -3.8301)
H (-3.5251, 6.4886, -3.5419)

Summary:
* total charge: -1
* highest occupied orbital energy: -5.03 eV
* energy above the lowest of the compared OMol25 structures with the same formula, charge and spin: 141.7 kcal per mole

Here are the Mulliken charges for atoms 1 to 99, given in e: C -0.7092; C -0.2395; N 0.8311; C -0.7227; C -0.3423; C 0.0198; C -0.3723; C 0.0817; N -0.1480; C 0.4112; C -0.7379; O -0.5283; C -0.2588; O -0.6870; O -0.7651; N 1.6127; C -0.7002; I 0.0431; C 0.2827; C -0.4879; I 0.1229; P -0.4634; O -0.2171; O -0.4173; H 0.1669; H -0.0271; H 0.4372; H 0.2528; H 0.0742; H -0.1695; H 0.3176; H -0.0698; H 0.1916; H 0.2494; H 0.1006; H -0.2413; H 0.4033; H -0.1491; H 0.0851; H 0.2414; H 0.4255; H 0.1227; H 0.0928; H 0.3315; H 0.0339; H 0.2475; H 0.3249; C -0.5132; N 0.9592; O -0.5079; O -0.5301; H 0.3205; H 0.2704; H 0.1203; C -0.6773; N 0.9195; O -0.4860; O -0.5154; H 0.1805; H 0.2834; H 0.3174; C -0.5577; N 0.9023; O -0.5607; O -0.4748; H 0.2903; H 0.1970; H 0.2019; C -0.6990; N 0.9300; O -0.5835; O -0.5341; H 0.2963; H 0.2416; H 0.3099; C -0.3578; N 0.9846; O -0.5987; O -0.5873; H 0.2274; H -0.0489; H 0.3528; C -0.7984; N 0.7964; O -0.4525; O -0.4640; H 0.3131; H 0.2849; H 0.3139; C -0.7430; N 0.8629; O -0.5467; O -0.5185; H 0.2907; H 0.2786; H 0.2897; C -0.5502; N 1.0192; O -0.6370

***

(2)
Molecular formula: C11H15N3O4S
Method: DFT, ωB97M-V/def2-TZVPD

Element x y z (Å)
C (-4.6548, -1.2519, -0.1311)
H (-4.2240, -2.0106, 0.5076)
H (-4.8939, -1.6516, -1.1078)
H (-5.5291, -0.8144, 0.3318)
S (-3.4250, 0.0659, -0.3325)
O (-3.0344, 0.1123, -1.7155)
O (-3.9300, 1.2693, 0.2592)
N (-2.1844, -0.5127, 0.6458)
C (-1.5054, 0.4862, 1.4387)
H (-2.2678, 1.1535, 1.8391)
C (-0.4922, 1.2822, 0.6047)
N (0.4430, 0.3466, 0.0236)
C (1.7811, 0.6016, -0.0497)
C (2.2755, 1.9196, -0.0557)
C (3.6121, 2.1913, -0.2307)
C (4.5327, 1.1642, -0.4189)
C (4.0927, -0.1369, -0.3718)
C (2.7455, -0.4287, -0.1499)
N (2.4421, -1.7991, 0.1069)
O (3.1655, -2.6458, -0.3839)
O (1.5146, -2.0580, 0.8564)
H (4.7792, -0.9648, -0.4666)
H (5.5754, 1.3842, -0.5799)
H (3.9446, 3.2184, -0.2480)
H (1.5824, 2.7406, 0.0314)
C (-0.2234, -0.6177, -0.8286)
H (0.4910, -1.2942, -1.2937)
C (-1.2632, -1.4054, -0.0270)
H (-1.8383, -2.0416, -0.6993)
H (-0.7625, -2.0158, 0.7284)
H (-0.7531, -0.0745, -1.6240)
H (0.0308, 1.9790, 1.2589)
H (-1.0367, 1.8377, -0.1723)
H (-0.9898, -0.0289, 2.2542)

Summary:
* SMILES string: CS(=O)(=O)N1CCN(c2ccccc2[N+](=O)[O-])CC1
* total charge: 0
* highest occupied orbital energy: -8.20 eV
* energy above the lowest of the compared OMol25 structures with the same formula, charge and spin: 110.5 kcal per mole

Atomic charges from the natural (NBO) analysis, expressed in e, are listed below: C -0.8687; H 0.2486; H 0.2481; H 0.2554; S 2.2946; O -0.9529; O -0.9474; N -0.6780; C -0.2336; H 0.2414; C -0.2328; N -0.4234; C 0.2155; C -0.2645; C -0.1519; C -0.2586; C -0.1700; C 0.0073; N 0.5144; O -0.3830; O -0.4020; H 0.2449; H 0.2220; H 0.2182; H 0.2201; C -0.2335; H 0.2164; C -0.2417; H 0.2151; H 0.2346; H 0.2202; H 0.2182; H 0.1957; H 0.2111

***

(3)
Molecular formula: C51H44N2O2PtSSi
Method: DFT, ωB97M-V/def2-TZVPD

Element x y z (Å)
Pt (0.2167, -0.1050, 0.0385)
O (-1.0231, -1.3365, 1.1508)
C (-2.1149, -0.9259, 1.8835)
C (-2.5173, 0.5427, 1.5146)
C (-1.4867, 1.5854, 1.8761)
C (-1.8075, 2.6663, 2.6855)
C (-0.8245, 3.5682, 3.0614)
C (0.4715, 3.3881, 2.5961)
C (0.7299, 2.3403, 1.7305)
C (2.0756, 2.0684, 1.1496)
C (2.5968, 0.6623, 1.6469)
O (1.6527, -0.3706, 1.4267)
C (2.7674, 0.7664, 3.1724)
C (3.7979, 1.5488, 3.6904)
C (3.9316, 1.7286, 5.0556)
C (3.0400, 1.1199, 5.9268)
C (2.0201, 0.3334, 5.4180)
C (1.8786, 0.1575, 4.0482)
C (3.9411, 0.3001, 1.0227)
C (4.8137, 1.2472, 0.5038)
C (6.0688, 0.8751, 0.0438)
C (6.4613, -0.4513, 0.0880)
C (5.5849, -1.4073, 0.5852)
C (4.3359, -1.0337, 1.0485)
N (-0.2334, 1.4729, 1.3959)
C (-3.3221, -1.8055, 1.5113)
C (-3.2866, -2.5533, 0.3406)
C (-4.3778, -3.3231, -0.0330)
C (-5.5160, -3.3560, 0.7561)
C (-5.5585, -2.6092, 1.9243)
C (-4.4680, -1.8419, 2.2984)
C (-1.8229, -1.1055, 3.3811)
C (-1.1268, -2.2518, 3.7596)
C (-0.8742, -2.5203, 5.0930)
C (-1.3168, -1.6483, 6.0794)
C (-2.0079, -0.5068, 5.7162)
C (-2.2589, -0.2410, 4.3752)
H (-3.4716, 0.8114, 1.9684)
H (-2.6578, 0.5466, 0.4321)
H (-2.8268, 2.7726, 3.0298)
H (-1.0632, 4.3966, 3.7141)
H (1.2767, 4.0499, 2.8801)
H (2.7537, 2.8684, 1.4430)
H (2.0159, 2.0368, 0.0646)
H (4.5142, 2.0105, 3.0220)
H (4.7387, 2.3393, 5.4404)
H (3.1472, 1.2516, 6.9958)
H (1.3199, -0.1506, 6.0837)
H (1.0805, -0.4539, 3.6559)
H (4.5296, 2.2896, 0.4539)
H (6.7419, 1.6277, -0.3486)
H (7.4401, -0.7424, -0.2708)
H (5.8803, -2.4485, 0.6149)
H (3.6501, -1.7718, 1.4421)
H (-2.3901, -2.5288, -0.2646)
H (-4.3330, -3.9032, -0.9466)
H (-6.3637, -3.9643, 0.4679)
H (-6.4414, -2.6302, 2.5504)
H (-4.5066, -1.2770, 3.2226)
H (-0.7808, -2.9225, 2.9852)
H (-0.3326, -3.4165, 5.3677)
H (-1.1209, -1.8600, 7.1231)
H (-2.3596, 0.1810, 6.4751)
H (-2.8241, 0.6440, 4.1230)
S (-2.0836, 0.5184, -3.8178)
C (-2.2850, 1.9786, -2.8995)
C (-2.9135, 3.1452, -3.3016)
C (-2.9544, 4.2073, -2.4251)
C (-2.3727, 4.1094, -1.1668)
C (-1.7434, 2.9496, -0.7546)
C (-1.6961, 1.8522, -1.6270)
N (-1.1237, 0.5926, -1.4058)
C (-1.2489, -0.1660, -2.4895)
C (-0.6568, -1.4389, -2.4680)
C (-0.8581, -2.4492, -3.4196)
C (-0.2080, -3.6494, -3.2652)
C (0.6329, -3.8377, -2.1604)
C (0.8086, -2.8307, -1.2200)
C (0.1622, -1.6128, -1.3671)
H (-3.3529, 3.2240, -4.2865)
H (-3.4394, 5.1273, -2.7216)
H (-2.4099, 4.9580, -0.4974)
H (-1.2973, 2.9000, 0.2103)
H (-1.5296, -2.2924, -4.2549)
H (-0.3511, -4.4407, -3.9880)
H (1.1507, -4.7794, -2.0362)
H (1.4555, -2.9879, -0.3661)
C (4.4156, 2.7495, -3.1790)
Si (3.6573, 1.0415, -3.4512)
C (2.7834, 0.9924, -5.1251)
C (4.9713, -0.3053, -3.3772)
C (2.3976, 0.7245, -2.1524)
C (1.5694, 0.4874, -1.2993)
H (5.1631, 2.9746, -3.9407)
H (4.8979, 2.8039, -2.2029)
H (3.6464, 3.5214, -3.2203)
H (3.4820, 1.1709, -5.9439)
H (2.0018, 1.7517, -5.1766)
H (2.3168, 0.0195, -5.2827)
H (5.7678, -0.1207, -4.0998)
H (4.5292, -1.2776, -3.5968)
H (5.4128, -0.3542, -2.3828)

Summary:
* total charge: 0
* highest occupied orbital energy: -8.32 eV
* energy above the lowest of the compared OMol25 structures with the same formula, charge and spin: 22.9 kcal per mole

Here are the Mulliken charges for atoms 1 to 99, given in e: Pt 2.0729; O -0.4188; C 2.6233; C -3.2949; C 1.4674; C -0.3994; C -1.5643; C -0.3341; C 0.0216; C -1.7795; C 1.7605; O -0.8947; C -0.1522; C -0.6152; C -0.8772; C -0.7311; C -0.5840; C 0.1652; C 0.0775; C 0.2739; C -0.8742; C -0.7359; C -0.7772; C -0.6894; N 0.7560; C -0.0553; C -0.3758; C -0.9424; C -0.5770; C -0.9881; C -0.3724; C -0.4513; C -0.4115; C -0.6531; C -0.7018; C -1.0199; C 0.3529; H 0.8874; H 0.3997; H 0.6150; H 0.4998; H 0.5616; H 1.1359; H 0.0699; H 0.3954; H 0.4221; H 0.4179; H 0.4414; H 0.1641; H 0.5823; H 0.3793; H 0.3823; H 0.4456; H 0.4942; H 0.4179; H 0.4485; H 0.3879; H 0.4228; H 0.4119; H 0.4551; H 0.4101; H 0.4058; H 0.4177; H 0.4365; S -0.4279; C 0.4744; C -0.6763; C -0.6637; C -1.1310; C -0.0016; C -0.7626; N 0.9715; C 0.5234; C 2.1553; C -0.8833; C -0.8621; C -0.8350; C -0.1969; C -1.1773; H 0.4201; H 0.4046; H 0.4651; H 0.8862; H 0.4819; H 0.4378; H 0.4622; H 0.4500; C -0.9598; Si -0.1698; C -1.0300; C -0.6309; C -0.2983; C -0.6892; H 0.3826; H 0.2143; H 0.3062; H 0.3223; H 0.2906; H 0.2794